<1>
{
  "formula": "C3H3N2OS",
  "method": "ωB97M-V/def2-TZVPD",
  "total_charge": -1,
  "orbital_gap_ev": 6.7222,
  "lumo_ha": 0.1463,
  "elements": ["C", "C", "C", "N", "N", "O", "S", "H", "H", "H"],
  "positions_angstrom": [[0.49, 1.41, 0.77], [0.48, 0.50, -0.32], [-0.42, -0.53, -0.07], [-0.97, -0.02, 1.68], [-0.89, -1.62, -0.80], [-0.32, 1.15, 1.75], [1.47, 0.98, -1.67], [1.15, 2.27, 0.75], [-0.44, -1.63, -1.70], [-0.56, -2.51, -0.39]]
}

---

<2>
{
  "formula": "C3H3N2OS",
  "method": "ωB97M-V/def2-TZVPD",
  "total_charge": -1,
  "orbital_gap_ev": 5.8084,
  "lumo_ha": 0.1343,
  "elements": ["C", "C", "C", "N", "N", "O", "S", "H", "H", "H"],
  "positions_angstrom": [[1.68, 0.52, 0.00], [-0.70, 0.93, 0.17], [1.68, -0.76, -0.15], [0.52, 1.36, 0.21], [-1.04, -0.34, -0.03], [1.59, -1.92, -0.28], [-2.65, -0.79, -0.12], [2.51, 1.09, 0.02], [-1.42, 1.84, 0.14], [-2.18, -1.94, 0.04]]
}

---

We find <2> to be the most stable, with the next structure 1.609 eV higher.

---

<1>
{
  "formula": "C5H6ClF",
  "method": "ωB97M-V/def2-TZVPD",
  "smiles": "CC(/C=C\\F)=C\\Cl",
  "orbital_gap_ev": 9.2520,
  "lumo_ha": 0.0210,
  "elements": ["C", "C", "C", "C", "C", "H", "H", "H", "H", "H", "H", "F", "Cl"],
  "positions_angstrom": [[1.25, 1.40, 0.06], [0.37, 0.16, 0.04], [0.85, -1.12, -0.12], [-1.10, 0.27, -0.02], [-2.04, -0.72, 0.07], [2.33, 0.99, -0.14], [0.79, 1.91, -0.84], [1.21, 1.95, 1.02], [0.17, -2.01, -0.14], [-1.45, 1.30, -0.20], [-3.16, -0.55, 0.17], [-1.84, -2.06, 0.05], [2.63, -1.52, 0.04]]
}

---

<2>
{
  "formula": "C5H6ClF",
  "method": "ωB97M-V/def2-TZVPD",
  "smiles": "C=C[C@@]1(F)C[C@@H]1Cl",
  "orbital_gap_ev": 10.3387,
  "lumo_ha": 0.0341,
  "elements": ["C", "C", "C", "C", "C", "F", "Cl", "H", "H", "H", "H", "H", "H"],
  "positions_angstrom": [[0.47, 0.19, -1.92], [-0.08, -0.25, -0.83], [0.16, 0.41, 1.73], [0.22, -1.03, 1.56], [0.74, -0.24, 0.41], [2.08, 0.01, 0.27], [1.46, -1.86, 2.52], [0.05, 0.32, -2.95], [1.48, 0.71, -1.81], [-1.04, -0.70, -0.78], [-0.64, 0.95, 1.47], [0.79, 0.93, 2.53], [-0.61, -1.79, 1.39]]
}

---

We find <1> to be the most stable, with the next structure 0.458 eV higher.

---

<1>
{
  "formula": "C4H2O3",
  "method": "ωB97M-V/def2-TZVPD",
  "smiles": "O=c1cc(O)c1=O",
  "orbital_gap_ev": 8.7636,
  "lumo_ha": -0.0198,
  "elements": ["C", "C", "C", "C", "H", "H", "O", "O", "O"],
  "positions_angstrom": [[-0.70, -0.09, -0.09], [0.49, -0.84, 0.08], [1.45, 0.17, 0.02], [0.11, 1.25, -0.12], [-2.32, -1.16, -0.31], [0.67, -1.99, 0.53], [-1.95, -0.13, -0.06], [2.69, 0.39, -0.13], [-0.43, 2.40, 0.09]]
}

---

<2>
{
  "formula": "C4H2O3",
  "method": "ωB97M-V/def2-TZVPD",
  "orbital_gap_ev": [8.8058, 8.8040],
  "lumo_ha": [-0.0400, -0.0400],
  "elements": ["C", "C", "C", "C", "O", "O", "O", "H", "H"],
  "positions_angstrom": [[-0.24, 0.75, -0.97], [0.51, -0.41, -0.67], [-0.32, 0.83, 0.48], [0.60, -0.37, 0.80], [-1.05, 1.72, 1.31], [-0.88, 0.04, -1.97], [-0.23, -1.15, -1.54], [0.00, -1.03, 1.45], [1.61, -0.38, 1.10]]
}

---

We find <1> to be the most stable, with the next structure 5.593 eV higher.

---

<1>
{
  "formula": "C10H9NO",
  "method": "ωB97M-V/def2-TZVPD",
  "smiles": "CC#Cc1ccccc1.N=C=O",
  "orbital_gap_ev": 9.5120,
  "lumo_ha": 0.0292,
  "elements": ["C", "C", "C", "C", "C", "C", "C", "C", "C", "C", "N", "O", "H", "H", "H", "H", "H", "H", "H", "H", "H"],
  "positions_angstrom": [[1.25, 2.37, -0.14], [-3.04, 0.34, 0.17], [-2.56, -0.29, -0.97], [-2.20, 0.49, 1.27], [-1.26, -0.76, -1.02], [-0.90, 0.02, 1.23], [-0.42, -0.61, 0.08], [0.93, -1.04, 0.04], [2.11, -1.29, -0.01], [3.52, -1.58, -0.04], [0.26, 2.53, -0.79], [2.31, 2.33, 0.32], [-4.05, 0.70, 0.21], [-3.20, -0.41, -1.83], [-2.57, 0.99, 2.16], [-0.88, -1.24, -1.91], [-0.25, 0.15, 2.08], [3.80, -1.95, -1.03], [3.77, -2.34, 0.70], [4.08, -0.67, 0.17], [-0.69, 2.26, -0.67]]
}

---

<2>
{
  "formula": "C10H9NO",
  "method": "ωB97M-V/def2-TZVPD",
  "orbital_gap_ev": 8.4688,
  "lumo_ha": 0.0011,
  "elements": ["C", "C", "C", "C", "C", "C", "C", "C", "C", "C", "H", "H", "H", "H", "H", "H", "H", "H", "H", "N", "O"],
  "positions_angstrom": [[2.29, -0.35, 2.46], [1.41, -0.19, 1.28], [1.71, 1.00, 0.46], [0.97, 1.30, -0.72], [-0.14, 0.63, -0.89], [-2.29, 0.36, -2.05], [-2.80, -0.64, -1.33], [-1.80, -1.17, -0.29], [-0.61, -0.43, 0.00], [0.25, -0.92, 0.98], [3.30, -0.33, 1.97], [2.15, 0.67, 3.21], [2.01, -1.36, 3.17], [2.71, 1.44, 0.51], [1.28, 2.07, -1.46], [-0.50, 1.36, -2.93], [-2.88, 0.65, -2.90], [-3.84, -1.10, -1.37], [-0.04, -1.87, 1.59], [-1.10, 1.17, -1.81], [-2.09, -2.29, 0.13]]
}

---

We find <1> to be the most stable, with the next structure 1.794 eV higher.